The following is a DFT calculation (ωB97M-V/def2-TZVPD) of a 18-piece molecular cluster, C45H133N7O18 overall in a non-equilibrium geometry.

Summary:
**Orbital gap**: 9.408 eV
**Energy relative to the best compared isomer or geometry (same formula, charge and spin)**: 0.000 eV

Each line ends with the Löwdin charge.
Element x y z (Å)
C: 7.66049 -1.21022 -3.15982  -0.07
C: 6.14827 -1.43820 -2.93977  -0.25
O: 5.57185 -0.15138 -2.63655  -0.10
H: 8.07419 -0.86428 -2.21210  0.05
H: 7.83544 -0.49121 -3.91645  0.06
H: 8.21481 -2.10458 -3.47505  0.08
H: 5.93866 -2.12352 -2.13837  0.09
H: 5.71182 -1.80568 -3.88233  0.12
H: 5.61760 0.07007 -1.71985  0.02
C: -0.55161 -2.30381 1.92484  -0.08
C: 0.37519 -2.80135 0.82940  -0.31
O: 1.64240 -2.17639 0.87864  -0.14
H: -0.82067 -1.25509 1.72076  0.08
H: 0.00156 -2.34860 2.87507  0.08
H: -1.51444 -2.83415 1.95237  0.06
H: -0.12291 -2.70752 -0.15048  0.09
H: 0.70307 -3.88522 0.97775  0.13
H: 1.63042 -1.48128 0.12797  0.07
C: -0.71145 5.00622 -5.22681  -0.09
C: -1.04572 3.55294 -5.33033  -0.33
O: -1.32342 3.02963 -4.04009  -0.10
H: 0.11072 5.00617 -4.50338  0.07
H: -1.55178 5.61122 -4.83346  0.09
H: -0.30814 5.45736 -6.12492  0.07
H: -0.19352 3.00200 -5.82824  0.12
H: -1.89133 3.46151 -5.98953  0.10
H: -1.92071 2.26485 -4.13119  0.05
C: 1.29163 0.19137 4.35846  -0.07
C: 2.68352 -0.02320 3.75717  -0.38
O: 2.90890 -1.21387 3.16169  -0.07
H: 0.56507 0.03602 3.59611  0.05
H: 1.20386 1.17884 4.74953  0.05
H: 1.26183 -0.58447 5.09531  0.07
H: 3.42690 0.10597 4.53146  0.11
H: 2.79102 0.89832 3.09069  0.10
H: 2.36489 -1.42110 2.36465  0.06
C: 3.17671 2.18834 -4.80295  -0.07
C: 2.44247 1.67101 -3.57464  -0.28
O: 2.59897 0.22035 -3.44718  -0.13
H: 2.81972 1.50977 -5.61153  0.09
H: 4.21460 2.17066 -4.80533  0.04
H: 2.87311 3.22104 -4.98511  0.07
H: 1.36859 1.91897 -3.65192  0.10
H: 2.75071 2.08276 -2.60601  0.10
H: 3.58398 0.04786 -3.37397  0.09
C: -2.27425 6.02341 3.85592  -0.08
C: -2.33691 4.68659 4.50147  -0.28
O: -2.91461 3.65798 3.64702  -0.12
H: -1.90386 6.78115 4.55500  0.09
H: -3.28563 6.41977 3.65276  0.08
H: -1.65684 6.04395 2.95908  0.08
H: -2.91282 4.57915 5.45892  0.12
H: -1.33576 4.36186 4.75505  0.10
H: -3.88047 3.78784 3.63685  0.07
C: -6.71658 3.13057 1.46214  -0.04
C: -6.85045 2.50243 2.89649  -0.38
C: -6.93896 3.51992 4.06515  -0.14
O: -5.73083 4.32778 4.03635  -0.24
C: -5.58805 5.02742 5.23384  -0.12
N: -7.99676 1.56752 2.90549  0.04
H: -6.60623 2.30214 0.74764  0.07
H: -5.88845 3.80794 1.31018  0.06
H: -7.61836 3.61032 1.15103  0.06
H: -6.00382 1.88512 3.05639  0.07
H: -6.90981 3.05834 5.03425  0.11
H: -7.79840 4.23114 4.10895  0.14
H: -4.77026 5.72523 5.09426  0.07
H: -5.34894 4.31350 6.02056  0.10
H: -6.51778 5.62925 5.41060  0.11
H: -8.74543 1.79874 2.26544  0.06
H: -7.69024 0.63790 2.62099  0.06
C: -5.21216 1.86269 -3.47902  -0.04
C: -5.09601 1.30598 -4.91499  -0.42
C: -4.06016 0.20848 -5.06034  -0.15
O: -2.69856 0.73176 -4.92378  -0.24
C: -1.73669 -0.29218 -5.01755  -0.09
N: -6.38252 0.71324 -5.21990  0.04
H: -4.35774 2.48384 -3.20477  0.07
H: -5.21311 1.04203 -2.70825  0.08
H: -6.04747 2.55236 -3.45185  0.07
H: -4.82558 2.11293 -5.61060  0.14
H: -4.03499 -0.23574 -6.04010  0.12
H: -4.22216 -0.58668 -4.31506  0.12
H: -1.66525 -0.81934 -4.06626  0.07
H: -0.73854 0.17364 -5.21066  0.11
H: -2.04767 -1.01324 -5.77015  0.09
H: -6.45884 0.56265 -6.22215  0.08
H: -7.15641 1.26982 -5.02097  0.04
C: 3.82984 -4.38472 -1.40306  -0.04
C: 2.76828 -5.39952 -1.13548  -0.47
C: 2.68499 -6.34120 -2.26102  -0.22
O: 2.19850 -5.62488 -3.38548  -0.21
C: 2.05179 -6.47739 -4.53186  -0.08
N: 3.16089 -6.13925 0.03276  0.07
H: 4.74411 -4.90307 -1.56128  0.08
H: 3.91987 -3.66335 -0.54666  0.08
H: 3.65329 -3.77373 -2.28201  0.07
H: 1.80239 -4.88688 -1.02689  0.13
H: 2.02370 -7.16527 -2.11200  0.12
H: 3.68953 -6.78158 -2.42235  0.14
H: 1.68844 -5.80988 -5.27835  0.08
H: 1.25332 -7.20375 -4.34401  0.09
H: 2.99861 -6.93092 -4.86446  0.10
H: 2.60093 -6.89772 0.34235  0.07
H: 3.28257 -5.49884 0.77292  0.05
C: -4.03185 0.37389 2.63325  -0.04
C: -4.18619 -0.00423 4.12253  -0.44
C: -3.98688 -1.48091 4.39732  -0.18
O: -5.04470 -2.26039 3.86435  -0.20
C: -6.28615 -2.12289 4.43336  -0.12
N: -3.22056 0.70616 4.87745  0.08
H: -3.00365 0.12136 2.33661  0.09
H: -4.22906 1.42626 2.46439  0.05
H: -4.75945 -0.11494 2.02524  0.06
H: -5.26552 0.25623 4.42224  0.13
H: -3.91524 -1.63750 5.49608  0.13
H: -3.05301 -1.84831 3.95978  0.13
H: -6.52411 -1.08550 4.37722  0.05
H: -6.27276 -2.50339 5.43432  0.09
H: -6.98829 -2.72541 3.82901  0.11
H: -3.25908 1.67768 4.81667  0.03
H: -3.10733 0.39187 5.79719  0.06
C: 4.20231 1.29713 0.25823  -0.06
C: 5.23287 1.59651 1.33745  -0.40
C: 6.63938 1.66771 0.61180  -0.19
O: 7.02712 0.48744 -0.07427  -0.22
C: 7.97143 -0.39159 0.62723  -0.05
N: 5.03429 2.92977 1.90219  0.06
H: 4.33746 1.86308 -0.66676  0.09
H: 3.18520 1.42557 0.61971  0.06
H: 4.26722 0.26846 0.04128  0.04
H: 5.25850 0.73098 2.02403  0.13
H: 7.41589 1.97498 1.35415  0.12
H: 6.61231 2.44008 -0.13617  0.12
H: 8.76190 0.29022 1.00701  0.09
H: 8.39252 -1.15071 -0.05316  0.08
H: 7.53656 -0.91215 1.46135  0.06
H: 4.21446 2.95318 2.50770  0.06
H: 5.83662 3.09501 2.46308  0.05
C: -3.05788 -1.81619 -1.51568  -0.04
C: -4.07903 -1.58632 -0.39481  -0.41
C: -5.53985 -1.82328 -0.74550  -0.18
O: -5.90847 -0.87392 -1.75862  -0.23
C: -7.30184 -0.42292 -1.79891  -0.08
N: -3.71891 -2.45444 0.75212  0.07
H: -3.27561 -1.14578 -2.37972  0.06
H: -3.03054 -2.89770 -1.74561  0.10
H: -2.00171 -1.57268 -1.23253  0.07
H: -3.99097 -0.48963 -0.10121  0.13
H: -6.21498 -1.78545 0.06063  0.10
H: -5.60392 -2.81036 -1.10729  0.11
H: -7.99663 -1.31695 -1.83857  0.10
H: -7.40401 0.09928 -2.78592  0.07
H: -7.58571 0.19061 -0.95408  0.06
H: -2.73585 -2.59690 0.72730  0.01
H: -3.96694 -2.11073 1.67929  0.04
C: 7.95134 -5.71095 0.42885  -0.08
C: 8.16461 -4.94158 1.72515  -0.42
C: 6.88146 -4.14526 2.15084  -0.23
O: 6.45888 -3.36194 1.07290  -0.22
C: 5.32266 -2.58048 1.47803  -0.11
N: 8.71113 -5.72878 2.85224  0.04
H: 8.91515 -6.06621 0.15029  0.05
H: 7.66476 -5.02541 -0.42212  0.09
H: 7.26399 -6.54669 0.54161  0.08
H: 8.94145 -4.18843 1.38669  0.15
H: 7.21496 -3.58561 3.02221  0.11
H: 6.10025 -4.89228 2.46796  0.14
H: 4.44545 -3.18779 1.76325  0.08
H: 5.00144 -1.92618 0.63204  0.08
H: 5.72114 -1.92309 2.28677  0.09
H: 8.56868 -6.70040 2.87441  0.04
H: 9.72298 -5.65734 2.98604  0.07
C: 0.34608 0.77899 -1.07422  -0.09
O: 1.41442 -0.15295 -0.87230  -0.14
H: -0.30952 0.77421 -0.24896  0.06
H: 0.74408 1.78088 -1.31696  0.09
H: -0.29162 0.54423 -1.86049  0.05
H: 1.87571 -0.24791 -1.71540  0.05
C: -2.34161 3.05641 0.53198  -0.14
O: -1.54816 2.57749 1.61351  -0.16
H: -1.93639 2.79281 -0.46813  0.08
H: -3.38596 2.68545 0.60928  0.07
H: -2.40773 4.12118 0.51071  0.06
H: -1.94565 2.90676 2.45508  0.04
C: 1.17038 3.65520 2.90172  -0.14
O: 1.33074 2.56928 1.98197  -0.16
H: 0.20287 4.06073 2.77099  0.04
H: 1.47806 3.34579 3.91307  0.08
H: 1.81723 4.47420 2.54622  0.08
H: 0.45113 2.34176 1.61893  0.05
C: -0.29964 5.26711 -1.34761  -0.17
O: -1.53299 5.28340 -1.98746  -0.12
H: -0.10954 6.22550 -0.97170  0.07
H: -0.27468 4.57114 -0.51444  0.06
H: 0.51024 4.88835 -1.93411  0.07
H: -1.63897 4.53363 -2.58629  0.04
C: 0.83184 -2.52911 -2.70550  -0.15
O: -0.05180 -3.64923 -2.80439  -0.13
H: 0.25472 -1.64612 -2.78276  0.04
H: 1.35740 -2.54991 -1.73894  0.06
H: 1.58630 -2.44102 -3.49646  0.09
H: 0.48935 -4.45748 -2.95031  0.06